Density functional theory data (ωB97M-V/def2-TZVPD) for the molecule C4H5N3O at a distorted geometry.

Last column: natural (NBO) charge in e.
CARTESIAN COORDINATES (ANGSTROEM)
H: 0.8962 -1.3742 -1.1139  0.3624
N: 0.7453 -0.6576 -1.8995  -0.6308
C: 0.1267 0.3826 -1.5635  0.2590
N: -0.3219 0.8056 -0.2723  -0.1880
O: -0.8735 2.0908 -0.3105  -0.5373
C: 0.2839 0.5055 0.9074  0.0619
C: 0.4888 -0.7023 1.4416  -0.3953
C: -0.0847 -1.9105 0.8645  0.2315
N: -0.6992 -2.8132 0.4418  -0.3036
H: -0.2424 1.1525 -2.2303  0.1838
H: -1.8404 1.8669 -0.1361  0.4824
H: 0.5308 1.3949 1.4674  0.2174
H: 0.9903 -0.7411 2.4032  0.2565

Values from the calculation:
Multiplicity: 1
Net charge: 0
Frontier orbital gap, Eh: 0.3597
SMILES string: [H]/N=C\N(O)/C=C\C#N
DFT total energy, hartree: -394.8194
Lowest unoccupied orbital energy, eV: 0.3

Density functional theory data (ωB97M-V/def2-TZVPD) for a structure of composition C4H6O2.

Last column: natural (NBO) charge in e.
CARTESIAN COORDINATES (ANGSTROEM)
C: -1.6493 0.6337 0.7892  -0.1642
O: -0.1561 1.5088 1.2183  -0.4731
C: -0.3314 0.2891 0.9280  0.3994
C: 0.7165 -0.7844 0.6313  -0.1389
O: 0.7749 -1.0392 -0.7576  -0.5125
C: 0.2833 0.0558 -1.5192  -0.2790
H: -0.6981 0.3107 -1.1663  0.2011
H: -2.2292 0.5553 1.7017  0.1889
H: 0.4065 -1.7088 1.1298  0.2104
H: 1.6921 -0.4654 1.0313  0.1976
H: 0.9735 0.8994 -1.4349  0.1724
H: 0.2173 -0.2550 -2.5517  0.1980

Values from the calculation:
Multiplicity: 1
Net charge: 0
Frontier orbital gap, Eh: 0.3521
DFT total energy, hartree: -306.3051
Lowest unoccupied orbital energy, eV: 0.4

Density functional theory data (ωB97M-V/def2-TZVPD) for the molecule C5H14N2O at a distorted geometry.

Last column: natural (NBO) charge in e.
CARTESIAN COORDINATES (ANGSTROEM)
C: -1.3208 0.5306 2.6795  -0.6231
C: -0.0784 -0.0297 1.8443  -0.2470
N: -0.5038 0.3777 0.4288  -0.6460
C: 0.3267 -0.3989 -0.5548  -0.0664
C: 0.8974 0.5304 -1.8170  -0.2458
N: 1.3342 1.9258 -1.6404  -0.8190
C: -0.5505 -1.5447 -1.0316  -0.0693
O: 0.0783 -2.1853 -2.1918  -0.7327
H: -1.1971 1.5156 3.1113  0.2003
H: -1.5655 -0.0315 3.5308  0.1989
H: -2.1809 0.5093 1.9676  0.2274
H: 0.8424 0.5458 2.0925  0.1984
H: -0.2321 -1.1098 2.0604  0.2132
H: -0.2206 1.3209 0.2019  0.3385
H: 1.3154 -0.7551 0.0343  0.1507
H: -0.0228 0.6752 -2.4450  0.1822
H: 1.5494 -0.2021 -2.4163  0.2269
H: 0.5930 2.3291 -0.8707  0.3342
H: 2.3086 2.0669 -1.2971  0.3648
H: -1.4528 -1.0067 -1.5202  0.1876
H: -0.7274 -2.2486 -0.3667  0.1701
H: 0.8073 -2.8147 -1.8000  0.4560

Values from the calculation:
Multiplicity: 1
Net charge: 0
Frontier orbital gap, Eh: 0.3744
SMILES string: CCN[C@H](CN)CO
DFT total energy, hartree: -383.5438
Lowest unoccupied orbital energy, eV: 0.9

Density functional theory data (ωB97M-V/def2-TZVPD) for a cluster of 11 separate species, C12H46N20O12 in total at a distorted geometry.

Last column: Löwdin charge in e.
CARTESIAN COORDINATES (ANGSTROEM)
N: -5.1819 -15.0249 -19.4389  0.1938
C: -5.6301 -13.9784 -18.8053  -0.8059
N: -5.0440 -12.8716 -19.1647  0.1616
O: -6.5274 -13.9275 -18.0078  0.0349
H: -4.3746 -14.9397 -20.0399  0.0617
H: -5.4659 -15.9807 -19.2780  0.0784
H: -5.2124 -11.9975 -18.6876  0.1179
H: -4.3053 -12.9323 -19.8508  0.0600
N: -4.7149 -14.2441 -23.6170  0.1865
C: -4.4794 -13.2353 -24.3810  -0.7682
N: -5.6525 -12.9091 -24.8730  0.1603
O: -3.4428 -12.6790 -24.5245  0.0722
H: -5.6786 -14.5365 -23.5402  0.1180
H: -4.0086 -14.5038 -22.9434  0.0959
H: -6.4434 -13.3721 -24.4485  0.1061
H: -5.7497 -12.4156 -25.7488  0.1237
N: 1.2576 -13.3248 -24.1996  0.1567
C: 0.0621 -13.5306 -24.6929  -0.8331
N: -0.8141 -13.0021 -23.9602  0.1802
O: -0.1755 -14.1544 -25.7290  0.0223
H: 1.4118 -12.7670 -23.3719  0.1062
H: 1.9111 -13.8624 -24.7510  0.1215
H: -1.7518 -12.9898 -24.3352  0.0610
H: -0.5236 -12.4303 -23.1800  0.1030
N: -1.3626 -20.6790 -24.7093  0.1882
C: -1.5018 -21.7826 -23.9932  -0.7998
N: -2.5196 -22.4334 -24.3139  0.1850
O: -0.8953 -21.9852 -22.9753  0.0305
H: -1.9850 -20.5097 -25.4865  0.1158
H: -0.7134 -20.0329 -24.2836  0.0961
H: -2.8165 -23.1693 -23.6892  0.1392
H: -2.7814 -22.3834 -25.2881  0.1260
N: -3.3441 -19.0320 -20.2680  0.1765
C: -4.5879 -19.0785 -19.8858  -0.7789
N: -4.9540 -20.3141 -19.6941  0.1703
O: -5.1613 -18.0820 -19.5289  0.0360
H: -2.9999 -18.0878 -20.3685  0.0587
H: -2.8410 -19.8954 -20.4147  0.0875
H: -5.6172 -20.3749 -18.9348  0.1210
H: -4.5469 -21.1274 -20.1333  0.1176
N: 4.0561 -17.3884 -22.2390  0.1539
C: 4.6669 -18.3644 -21.6094  -0.7604
N: 5.5987 -18.8698 -22.4169  0.1546
O: 4.2924 -18.7639 -20.5232  0.0226
H: 3.1991 -16.9435 -21.9428  0.1022
H: 4.4607 -17.0795 -23.1114  0.0991
H: 5.9981 -19.7651 -22.1737  0.1129
H: 5.8484 -18.4014 -23.2761  0.1028
N: -0.4591 -16.8558 -17.0304  0.1886
C: -1.1163 -17.1487 -18.1039  -0.6957
N: -2.4408 -17.1186 -17.8814  0.2109
O: -0.6734 -17.4573 -19.2206  -0.0209
H: -0.9455 -16.7191 -16.1558  0.1223
H: 0.4391 -16.4061 -17.1358  0.1310
H: -3.1103 -17.3392 -18.6046  0.0714
H: -2.7658 -16.8012 -16.9793  0.1164
N: -1.4817 -11.9380 -20.3758  0.1868
C: -1.7828 -13.1820 -20.2394  -0.7248
N: -0.9555 -13.6534 -19.3401  0.1895
O: -2.7266 -13.7909 -20.7525  -0.0037
H: -1.9179 -11.4658 -21.1548  0.1344
H: -0.6865 -11.5922 -19.8579  0.1237
H: -0.1393 -13.1450 -19.0311  0.1176
H: -0.8905 -14.6389 -19.1290  0.1034
N: 2.1545 -20.9885 -24.3224  0.1963
C: 2.1366 -19.7585 -24.0939  -0.8817
N: 1.4485 -19.5126 -23.0466  0.1831
O: 2.6454 -18.8445 -24.6811  0.0338
H: 2.4648 -21.1962 -25.2609  0.1336
H: 1.5682 -21.5547 -23.7259  0.1110
H: 1.3497 -18.5557 -22.7389  0.0821
H: 0.9921 -20.2574 -22.5395  0.0867
N: 0.2760 -20.1313 -18.6959  0.1795
C: 0.0723 -21.0814 -19.5857  -0.7424
N: -0.7126 -20.6455 -20.5504  0.1480
O: 0.3762 -22.2606 -19.4484  0.0237
H: -0.0449 -19.1877 -18.8592  0.0492
H: 0.8072 -20.2721 -17.8485  0.1171
H: -0.7624 -19.6483 -20.7028  0.0883
H: -0.7314 -21.3486 -21.2752  0.0596
O: 0.3673 -17.1015 -21.7075  -0.0884
C: -0.4084 -16.0454 -22.3012  -0.2052
C: -1.7322 -16.6229 -22.4990  -0.2601
O: -2.5438 -16.6268 -21.3928  -0.0775
H: 0.0141 -17.0261 -20.8180  0.0209
H: -0.3165 -15.1600 -21.6722  0.1092
H: 0.0056 -15.7348 -23.2606  0.1141
H: -1.5931 -17.6324 -22.8858  0.1303
H: -2.3409 -16.1648 -23.2784  0.1222
H: -2.9115 -15.7405 -21.3628  0.0439

Values from the calculation:
Multiplicity: 1
Net charge: 0
Frontier orbital gap, Eh: 0.3158
SMILES string: NC(N)=O.NC(N)=O.NC(N)=O.NC(N)=O.NC(N)=O.NC(N)=O.NC(N)=O.NC(N)=O.NC(N)=O.NC(N)=O.OCCO
DFT total energy, hartree: -2483.0538
Lowest unoccupied orbital energy, eV: -0.4

no.,highest occupied orbital energy (eV)
1,-9.46
2,-9.17
3,-9.29
4,-8.99